No. 1
Below is a cluster of 12 separate species, C12H48N12O15 in total, with properties calculated with wB97M-V/def2-TZVPD.

Results
- SMILES string: NC(N)=O.NC(N)=O.NC(N)=O.NC(N)=O.NC(N)=O.NC(N)=O.OCCO.OCCO.OCCO.O.O.O
- Gap between HOMO and LUMO: 9.73 eV
- ΔE to the lowest compared entry with this formula, charge and spin: 0.0 kcal per mole

```
! wB97M-V def2-TZVPD RIJCOSX def2/J DEFGRID3
* xyz 0 1
N 1.02791 1.26104 4.63127
C 1.09403 0.30223 5.57497
N 1.57376 -0.87464 5.09222
O 0.67711 0.47762 6.73948
H 1.77017 1.26643 3.92068
H 0.67059 2.12851 4.92520
H 1.36904 -1.11672 4.12626
H 1.73290 -1.67738 5.70181
N -2.60636 1.32394 1.18131
C -3.01378 2.10960 0.15020
N -2.63784 3.38611 0.16872
O -3.72329 1.64209 -0.73098
H -2.96218 0.43568 1.13646
H -2.41813 1.66265 2.07807
H -2.81912 3.92179 -0.68063
H -1.74586 3.58468 0.61313
N 4.19144 -0.53719 1.31203
C 3.03424 0.07292 1.83473
N 1.86443 -0.57257 1.54834
O 3.05329 1.08471 2.42707
H 5.04814 -0.17876 1.64785
H 4.12459 -1.45508 0.93462
H 1.06677 -0.38986 2.19754
H 1.84513 -1.46608 1.02634
N -0.79340 -2.01444 6.50408
C -1.99363 -1.51255 6.11069
N -2.08944 -0.12088 5.98789
O -2.91232 -2.28216 5.77255
H -0.66543 -3.03862 6.64423
H -0.04595 -1.35908 6.82859
H -2.99010 0.21343 5.70694
H -1.29202 0.45045 6.21902
N 2.11860 -4.35728 -0.99446
C 2.76582 -3.13585 -0.72725
N 2.33797 -2.10748 -1.47893
O 3.55021 -3.02225 0.17590
H 2.14182 -4.99713 -0.24028
H 1.17752 -4.10971 -1.36101
H 1.85481 -2.29837 -2.35264
H 2.84538 -1.19579 -1.46196
N -0.55433 4.39037 -5.21240
C -1.39155 3.32026 -4.99083
N -1.29231 2.43267 -5.98934
O -2.08799 3.18805 -3.99319
H 0.15347 4.18280 -5.89610
H -0.36967 4.77283 -4.33592
H -1.98555 1.69363 -6.02289
H -0.89361 2.62181 -6.88176
O 3.42598 0.66896 -1.18407
C 4.13766 1.32396 -2.21753
C 3.40239 2.59731 -2.70189
O 2.39150 2.23511 -3.61057
H 3.88845 0.48453 -0.35329
H 5.12643 1.65296 -1.83722
H 4.29668 0.63395 -3.05933
H 4.05640 3.26095 -3.22197
H 3.11896 3.12419 -1.70131
H 1.58243 1.87471 -3.20779
O -0.28473 -2.86861 0.78853
C -0.98570 -3.19630 1.99733
C -1.76355 -2.05058 2.54822
O -0.88456 -0.98398 2.96106
H -0.73844 -3.22318 0.00353
H -1.66488 -4.05815 1.71600
H -0.15029 -3.57598 2.71223
H -2.43319 -2.40507 3.35059
H -2.34586 -1.57996 1.79389
H -1.07097 -0.78120 3.83774
O -0.96118 -0.91618 -2.65671
C -1.14590 -0.03960 -1.50983
C -0.01179 0.84545 -1.37154
O 0.02743 1.93332 -2.31420
H -1.54002 -0.53765 -3.37320
H -2.10535 0.51792 -1.61570
H -1.30994 -0.72556 -0.67679
H 0.96063 0.26984 -1.37319
H -0.13298 1.30018 -0.41373
H -0.79966 2.06044 -2.85365
O -3.93860 0.87281 -6.40903
H -4.09414 0.60080 -5.49333
H -4.37632 0.12735 -6.88263
O -3.33606 0.88743 -3.74646
H -3.85727 1.00435 -2.92956
H -2.85094 1.75210 -3.89059
O -0.87073 -3.78742 -1.97861
H -1.45884 -4.47264 -2.31513
H -1.10831 -2.93298 -2.37791
*
```

No. 2
Below is a cluster of 2 separate species, C3H2Cl4O in total, with properties calculated with wB97M-V/def2-TZVPD.

Results
- Gap between HOMO and LUMO (alpha / beta): 8.00 / 7.84 eV
- ΔE to the lowest compared entry with this formula, charge and spin: 47.6 kcal per mole

```
! wB97M-V def2-TZVPD RIJCOSX def2/J DEFGRID3
* xyz 0 1
C -0.91964 -0.72313 -1.39056
C 0.87865 0.82942 0.63629
C -0.11259 -0.22960 0.95381
O -0.74825 -1.81431 -1.77091
Cl -1.62310 0.59560 -2.11608
Cl 1.54863 0.59822 -1.06202
Cl -1.51349 -0.01260 1.87271
Cl 0.47953 -1.95799 1.25323
H 1.71774 1.06999 1.30087
H 0.29253 1.64440 0.32265
*
```

No. 3
Below is a structure of composition C23H34Cl2N3O3Zn, with properties calculated with wB97M-V/def2-TZVPD.

Results
- Gap between HOMO and LUMO: 7.26 eV

```
! wB97M-V def2-TZVPD RIJCOSX def2/J DEFGRID3
* xyz -1 1
O -0.14048 0.81001 -1.92699
C -1.37004 1.21261 -2.38816
C -1.08927 1.93267 -3.72997
C 0.10289 2.62760 -3.95365
H 0.84307 2.68423 -3.14885
C 0.34823 3.16057 -5.22589
H 1.28848 3.67545 -5.41654
C -0.59129 3.00825 -6.25182
H -0.40123 3.42556 -7.23978
C -1.78086 2.31345 -6.01292
H -2.51338 2.15763 -6.80384
C -2.02265 1.77133 -4.75003
H -2.91302 1.17193 -4.53777
H -1.94199 0.30862 -2.69886
C -2.90504 3.23818 -1.73611
C -2.27162 1.92754 -1.40635
H -3.62714 3.51920 -0.95834
H -3.42200 3.21095 -2.70424
H -2.17034 4.05472 -1.79515
C -2.39870 1.26231 -0.24930
C -3.36727 1.52501 0.84012
H -1.73877 0.41072 -0.07092
H -4.24299 2.07375 0.47575
H -2.90099 2.08916 1.65863
H -3.68350 0.55356 1.24427
Zn 0.95659 -0.53899 -1.12396
Cl 1.66970 0.95968 0.45048
Cl -0.26188 -2.34788 -1.57214
H 4.99754 1.16844 -2.40605
H 5.71196 1.66524 -0.21710
C 4.15760 0.55236 -2.07433
C 4.91060 1.07548 0.23551
N 4.45608 0.08076 -0.72525
H 4.03685 -0.31852 -2.72741
C 3.85039 -1.04752 -0.29880
O 2.92976 -1.61922 -0.92465
H 5.26719 0.56902 1.13705
H 4.21271 -1.42097 0.67729
H 3.23259 1.15259 -2.08344
H 4.08156 1.74303 0.51029
H -2.07646 -6.24025 2.35736
H -0.53644 -6.25853 0.08344
C -2.52577 -5.34005 1.91350
C -1.19367 -5.41065 -0.16531
N -1.58386 -4.68279 1.03036
H -2.81664 -4.64331 2.70182
C -0.95552 -3.55810 1.44336
O -1.17608 -2.98648 2.51341
H -0.66867 -4.72303 -0.83569
H -0.22249 -3.18118 0.70265
H -3.39868 -5.65543 1.33088
H -2.09274 -5.79856 -0.66040
C 1.28985 0.22262 6.75226
C 0.87320 0.19692 5.30543
C 0.21481 1.29400 4.74157
C -0.21126 1.21570 3.40325
N -0.02987 0.11967 2.68220
C 0.66290 -0.89313 3.16854
C 1.12808 -0.91121 4.49323
H 2.08376 0.96018 6.93142
H 0.44453 0.49056 7.39949
H 1.66177 -0.75904 7.06078
H 0.01644 2.19892 5.31160
H -0.70007 2.05817 2.90891
H 0.85996 -1.72363 2.49811
H 1.65355 -1.78994 4.85710
*
```

No. 4
Below is a structure of composition C9H12F2N7STl, with properties calculated with wB97M-V/def2-TZVPD.

Results
- Gap between HOMO and LUMO: 7.04 eV
- ΔE to the lowest compared entry with this formula, charge and spin: 3.7 kcal per mole

```
! wB97M-V def2-TZVPD RIJCOSX def2/J DEFGRID3
* xyz 0 1
Tl -0.39784 -0.50742 -0.53055
F -2.28905 -3.11420 1.01733
C -2.05086 -2.33580 -0.10088
F -0.92159 -3.02345 -0.73461
H -2.86175 -2.58745 -0.79222
N 2.29694 5.03496 0.86645
N 2.32282 3.68098 0.58659
N 3.23749 3.14734 -0.17853
C 2.80099 1.89054 -0.24038
N 1.67514 1.70469 0.45785
N 1.37984 2.87354 0.99084
H 3.24503 5.36346 0.97455
H 1.72872 5.17890 1.68870
H 3.30136 1.11400 -0.79601
N 2.49470 0.18363 3.25181
C 1.27439 -0.37437 3.02503
S 1.13734 -1.57686 1.86478
N 0.30491 0.16127 3.79207
C -1.07361 -0.14183 3.97230
C -1.81258 0.82995 4.64465
C -3.14911 0.62036 4.93074
C -3.76408 -0.56260 4.54389
C -3.02506 -1.52429 3.87323
C -1.68066 -1.32695 3.58491
H 3.26116 -0.24944 2.76784
H 2.69755 0.64766 4.12184
H 0.59515 0.95554 4.33961
H -1.33486 1.75767 4.94572
H -3.70917 1.38214 5.45734
H -4.81099 -0.72911 4.76206
H -3.48911 -2.44928 3.55877
H -1.12860 -2.08459 3.05413
*
```

No. 5
Below is a structure of composition C30H27BrN4O2SrTe, with properties calculated with wB97M-V/def2-TZVPD.

Results
- Gap between HOMO and LUMO: 7.22 eV
- ΔE to the lowest compared entry with this formula, charge and spin: 0.6 kcal per mole

```
! wB97M-V def2-TZVPD RIJCOSX def2/J DEFGRID3
* xyz 0 1
Sr 0.15504 -2.24040 0.92043
Br 4.30042 5.32280 0.87870
C 4.42802 4.21794 2.41846
C 3.26889 3.72153 2.99312
C 3.36553 2.89800 4.10132
C 4.61312 2.58547 4.63024
C 5.76118 3.12858 4.07672
C 5.67355 3.93381 2.95014
N 4.70636 1.82466 5.84931
N 4.26803 0.66940 5.90804
C 3.82495 0.00887 4.71048
C 4.66792 -0.20608 3.64959
C 4.25188 -0.90678 2.51349
C 2.94930 -1.39005 2.38144
O 2.52032 -1.99114 1.32231
C 2.05830 -1.15446 3.50433
N 0.76679 -1.57264 3.37618
C -0.06920 -1.39956 4.37559
C 0.30560 -0.79751 5.59073
C 1.58496 -0.34082 5.73252
C 2.50802 -0.50114 4.67320
H 2.30170 3.96644 2.57660
H 2.46981 2.49465 4.55647
H 6.72419 2.90929 4.51951
H 6.56591 4.34307 2.49762
H 5.68400 0.16589 3.70246
H 4.94147 -1.08593 1.69846
H -1.08560 -1.74883 4.21765
H -0.42108 -0.69748 6.38486
H 1.91005 0.13868 6.64738
O -1.72095 -0.86657 -0.24242
C -1.81786 0.52346 0.00745
C -0.44014 1.14504 -0.02198
C -0.28498 2.50835 -0.23747
C 0.99062 3.04491 -0.22642
C 2.07227 2.20098 -0.01424
C 1.82774 0.85606 0.18845
N 0.59445 0.33512 0.19404
H -2.44330 -1.33457 0.24182
H -2.26437 0.70936 0.99108
H -2.45476 1.00161 -0.74168
H -1.15253 3.12985 -0.41857
H 1.14737 4.10401 -0.38742
H 3.08447 2.58061 -0.00535
H 2.63254 0.15163 0.35509
C 2.24278 -5.60395 -0.76355
C 0.90354 -5.24319 -0.18255
C -0.15271 -4.81884 -0.98011
C -1.38376 -4.43248 -0.43956
C -2.47082 -3.98393 -1.37960
C -1.55597 -4.42811 0.95737
Te -3.03082 -3.18522 1.86201
C -0.54317 -4.99633 1.76419
C -0.70664 -5.13480 3.25306
C 0.66622 -5.36993 1.18607
H 2.30082 -5.33418 -1.81736
H 2.42540 -6.67650 -0.67955
H 3.04313 -5.08623 -0.23303
H -0.01967 -4.77500 -2.05635
H -2.31035 -4.41188 -2.36969
H -2.49459 -2.89766 -1.48640
H -3.44897 -4.28575 -1.00877
H -0.55451 -4.18318 3.76691
H 0.01890 -5.84799 3.64505
H -1.71404 -5.46835 3.49832
H 1.45815 -5.74852 1.82412
*
```

No. 6
Below is a structure of composition C12H12AgClNO8S, with properties calculated with wB97M-V/def2-TZVPD.

Results
- Gap between HOMO and LUMO (alpha / beta): 3.54 / 6.27 eV
- ΔE to the lowest compared entry with this formula, charge and spin: 0.0 kcal per mole
- Expectation value of S²: 0.76

```
! wB97M-V def2-TZVPD RIJCOSX def2/J DEFGRID3
* xyz -2 2
Ag -1.32033 -0.77643 0.51687
O 1.18066 -1.32796 2.72631
Cl 0.37920 -2.47790 2.37813
O 0.87607 -3.64891 3.05592
O 0.42460 -2.68396 0.93013
O -1.00781 -2.24111 2.74297
O -3.61979 -0.61945 0.32079
N -4.07510 0.65032 0.37987
C -4.15705 1.30042 1.59645
C -4.44082 2.63140 1.65972
C -4.66355 3.40124 0.49181
C -4.49873 2.71326 -0.74289
C -4.20705 1.38481 -0.77862
H -3.96730 0.66904 2.45110
H -4.48217 3.08882 2.64239
H -4.79986 4.47240 0.53357
H -4.57500 3.23562 -1.68943
H -4.02476 0.82183 -1.68103
C 5.35033 -2.14351 -0.76601
C 4.08437 -1.33380 -0.87477
C 3.64688 -0.54760 0.17951
C 2.46438 0.18020 0.08892
C 1.70830 0.12149 -1.06610
C 2.12929 -0.66786 -2.13116
C 3.30840 -1.38346 -2.03329
S 0.18867 1.06139 -1.20246
O -0.75782 0.10967 -1.78618
O 0.51141 2.18441 -2.06056
O -0.14942 1.40364 0.18073
H 5.79316 -2.04292 0.22541
H 6.09439 -1.82375 -1.50121
H 5.15689 -3.20500 -0.93683
H 4.21507 -0.52262 1.10285
H 2.09732 0.75493 0.92764
H 1.51249 -0.72821 -3.01862
H 3.62468 -2.01042 -2.86196
*
```